{"formula": "C2H4NP", "method": "ωB97M-V with the def2-TZVPD basis set", "species": ["P", "N", "C", "C", "H", "H", "H", "H"], "coordinates": [[-3.55, 0.18, 0.19], [-2.03, 0.00, 0.09], [-0.87, -0.23, -0.32], [1.61, 0.22, 0.28], [1.67, 1.30, 0.27], [2.07, -0.43, -0.57], [-0.20, -0.67, -1.03], [1.29, -0.38, 1.10]], "spin_multiplicity": 1, "total_energy_ha": -474.471619, "relative_energy_kj_mol": 530.5}